A:
DFT (wB97M-V/def2-TZVPD) results for an isolated molecule of C2H6N2O.

Each line ends with the Löwdin charge.
Element x y z (Å)
C -0.135 -0.649 -1.489  -0.077
N 0.134 -0.475 -0.077  -0.009
C 0.120 0.709 0.476  -0.676
N 0.221 0.606 1.858  0.116
O -0.125 1.774 -0.074  0.042
H 0.655 -0.133 -2.117  0.104
H -1.176 -0.180 -1.700  0.117
H -0.275 -1.687 -1.725  0.065
H 0.702 -1.188 0.201  0.100
H -0.139 -0.262 2.238  0.087
H 0.019 1.485 2.408  0.129

As for the spin multiplicity: 1. As for the SMILES: CNC(N)=O. The LUMO energy is 0.858 eV.


B:
DFT (wB97M-V/def2-TZVPD) results for an isolated molecule of C2H6N2O.

Each line ends with the Löwdin charge.
Element x y z (Å)
C -0.899 -0.405 -0.129  -0.312
C 1.409 0.246 0.110  -0.083
N -2.128 -0.121 0.099  0.078
N 0.068 0.536 -0.172  -0.210
O -0.121 2.013 0.211  -0.040
H -0.284 -1.287 -0.612  0.168
H 1.336 -0.742 0.469  0.063
H 1.678 1.031 0.822  0.096
H 1.995 0.363 -0.877  0.119
H -2.728 -0.913 0.132  0.016
H -1.074 2.274 0.059  0.104

As for the spin multiplicity: 1. As for the SMILES: [H]/N=C/N(C)O. The LUMO energy is 0.805 eV.


A wins, 0.1267 hartree ahead of the next structure.


A:
DFT (wB97M-V/def2-TZVPD) results for a cluster of 2 separate species, C6H6Si in total.

Each line ends with the Löwdin charge.
Element x y z (Å)
C 1.935 2.552 1.181  0.058
C -3.355 -1.838 1.813  -0.235
C 1.555 1.478 0.759  -0.251
C -2.410 -1.107 1.566  -0.221
C 0.645 0.082 -2.456  -0.052
C 0.344 -0.563 -1.342  -0.298
Si 0.653 -0.130 0.508  0.862
H 2.240 3.543 1.408  0.032
H -4.095 -2.392 2.402  -0.021
H 0.273 -0.183 -3.369  0.026
H 1.360 0.932 -2.566  0.080
H -0.356 -1.461 -1.465  0.077
H 1.212 -0.913 1.560  -0.056

As for the spin multiplicity: 1. The LUMO energy (alpha / beta) is -2.427 / -2.266 eV.


B:
DFT (wB97M-V/def2-TZVPD) results for a cluster of 2 separate species, C6H6Si in total.

Each line ends with the Löwdin charge.
Element x y z (Å)
C 2.140 -0.623 -1.603  -0.129
C 0.671 3.414 0.985  0.049
C 1.628 -0.080 -0.499  -0.298
C 1.358 2.410 0.894  -0.303
C -3.037 -1.848 0.530  -0.003
C -3.075 -0.724 0.094  0.006
Si 1.556 0.641 1.115  0.657
H 3.254 -0.796 -1.805  0.079
H 0.290 4.327 0.824  -0.015
H -3.071 -2.918 0.551  0.019
H 1.588 -0.539 -2.491  0.014
H -2.955 0.132 -0.421  -0.021
H 1.333 0.257 2.540  -0.053

As for the spin multiplicity: 1. As for the SMILES: C#C[SiH]=C=C.C#C. The LUMO energy (alpha / beta) is 0.049 / 0.048 eV.


B wins, 0.0410 hartree ahead of the next structure.


A:
DFT (wB97M-V/def2-TZVPD) results for an isolated molecule of C4H5ClN2O.

Each line ends with the Löwdin charge.
Element x y z (Å)
C 2.687 0.461 -0.172  -0.564
C 1.446 1.004 -0.022  -0.176
C -0.965 0.817 0.016  -0.239
C -2.117 -1.724 0.291  -0.030
H 3.592 1.183 -0.353  0.107
H 1.375 2.142 -0.183  0.136
H -1.037 1.990 0.039  0.155
H -2.175 -2.774 -0.046  0.048
H -1.756 -1.442 1.460  0.147
N -2.079 0.375 -0.303  -0.053
N -2.241 -0.890 -0.783  -0.019
O 0.276 0.121 0.243  -0.103
Cl 2.994 -1.261 -0.188  0.591

As for the spin multiplicity: 1. As for the SMILES: C=N/N=C\O/C=C\Cl. The LUMO energy is 0.766 eV.


B:
DFT (wB97M-V/def2-TZVPD) results for an isolated molecule of C4H5ClN2O.

Each line ends with the Löwdin charge.
Element x y z (Å)
C 0.990 -0.467 -0.143  -0.086
C 1.492 0.822 -0.011  -0.095
C -0.354 -0.792 0.106  -0.573
C 0.717 1.932 0.424  -0.177
N -1.175 0.207 0.092  -0.381
N -0.883 -2.059 0.238  0.060
O -0.010 2.716 -0.141  0.120
Cl -2.872 -0.119 0.097  0.578
H 1.685 -1.263 -0.391  0.096
H 2.524 1.260 -0.085  0.130
H -0.200 -2.858 0.349  0.123
H -1.927 -1.984 0.576  0.058
H 0.013 2.605 -1.112  0.148

As for the spin multiplicity: 1. The LUMO energy (alpha / beta) is 0.159 / 0.160 eV.


C:
DFT (wB97M-V/def2-TZVPD) results for an isolated molecule of C4H5ClN2O.

Each line ends with the Löwdin charge.
Element x y z (Å)
C -1.719 0.263 -1.084  0.002
C 0.816 -0.602 1.207  -0.437
C 1.597 0.270 0.416  -0.011
C 0.644 0.639 -0.573  -0.767
H -2.404 -0.464 -0.573  0.105
H -2.004 1.312 -1.143  0.084
H -1.458 -0.024 -2.096  0.067
H 0.502 -1.711 2.648  0.085
H 2.689 0.618 0.279  0.133
N -0.516 0.177 -0.204  -0.236
N -0.467 -0.652 0.816  0.121
O 1.192 -1.191 2.314  0.108
Cl 1.128 1.367 -2.006  0.745

As for the spin multiplicity: 1. As for the SMILES: Cn1nc(O)cc1Cl. The LUMO energy is 0.765 eV.


C wins, 0.1294 hartree ahead of the next structure.


A:
DFT (wB97M-V/def2-TZVPD) results for an isolated molecule of C4H4N2O2.

Each line ends with the Löwdin charge.
Element x y z (Å)
C 0.279 -0.050 1.430  -0.027
C 1.358 -0.625 0.751  -0.069
C -0.861 0.256 0.666  -0.227
C -0.622 0.290 -1.190  -0.336
N -2.091 0.245 0.972  0.147
N 0.713 0.040 -1.490  0.069
O -1.487 0.609 -1.942  0.085
O 1.528 -0.648 -0.585  -0.057
H 0.360 0.152 2.416  0.070
H 2.272 -0.861 1.237  0.118
H -2.628 0.530 0.226  0.008
H 1.179 0.060 -2.490  0.220

As for the spin multiplicity: 1. As for the SMILES: [H]/N=c1/cco[nH]c1=O. The LUMO energy is 0.294 eV.


B:
DFT (wB97M-V/def2-TZVPD) results for an isolated molecule of C4H4N2O2.

Each line ends with the Löwdin charge.
Element x y z (Å)
C 1.148 -0.149 1.246  -0.135
C -0.358 -1.738 0.358  -0.152
C -0.354 -0.413 -0.419  -0.163
C 0.474 0.609 0.193  -0.229
H 1.214 0.406 2.200  0.138
H 2.257 -0.082 0.988  0.150
H -1.464 -1.576 0.915  0.169
H -0.507 -2.820 -0.328  0.195
N -1.030 0.251 -1.459  0.096
N 0.141 1.821 -0.258  0.161
O 0.724 -1.543 1.255  -0.112
O -0.816 1.507 -1.258  -0.118

As for the spin multiplicity: 1. As for the SMILES: C1OCc2nonc21. The LUMO energy is 0.369 eV.


A wins, 0.0547 hartree ahead of the next structure.


A:
DFT (wB97M-V/def2-TZVPD) results for an isolated molecule of C4H4N2O2.

Each line ends with the Löwdin charge.
Element x y z (Å)
C 1.224 1.943 -1.998  -0.204
C -0.593 0.845 -0.799  -0.394
C -0.143 1.069 0.636  0.005
C 0.729 0.637 -1.619  -0.237
N 1.384 3.066 -2.132  0.181
N 0.364 -0.242 -2.867  0.007
O -1.619 0.703 -1.391  0.140
O 0.440 -1.393 -2.717  0.061
H 0.101 0.060 1.069  0.128
H -0.964 1.369 1.237  0.078
H 0.521 1.824 0.617  0.044
H 1.515 0.111 -0.866  0.191

As for the spin multiplicity: 1. As for the SMILES: CC(=O)[C@H](C#N)N=O. The LUMO energy is -0.511 eV.


B:
DFT (wB97M-V/def2-TZVPD) results for an isolated molecule of C4H4N2O2.

Each line ends with the Löwdin charge.
Element x y z (Å)
C -0.863 0.744 -1.011  0.008
C 1.042 0.604 -0.099  -0.473
C 0.094 -0.436 0.564  -0.295
C 0.667 -1.186 1.526  0.102
H -2.957 -0.344 0.127  0.280
H -1.575 0.876 -1.775  0.121
H -0.027 -1.871 2.033  0.061
H 1.841 -0.868 1.778  0.151
N -1.035 -0.256 -0.008  -0.234
N 0.369 1.279 -1.077  0.149
O -2.012 -1.076 0.003  0.021
O 2.229 0.662 -0.058  0.107

As for the spin multiplicity: 1. As for the SMILES: C=C1C(=O)N=CN1O. The LUMO energy is -0.724 eV.


A wins, 0.0327 hartree ahead of the next structure.


A:
DFT (wB97M-V/def2-TZVPD) results for a structure of composition C4H4N2O2.

Each line ends with the Löwdin charge.
Element x y z (Å)
C 0.506 0.303 -0.103  -0.386
C 1.091 -1.863 -0.008  -0.053
C -0.572 -0.484 -0.084  -0.266
C -2.015 0.100 0.073  -0.132
H 1.944 2.017 -0.557  0.254
H 0.246 2.513 0.120  0.091
H 1.755 -2.769 0.072  0.145
H -2.035 1.202 0.716  0.160
N 0.820 1.657 -0.008  0.079
N -0.213 -1.749 0.011  0.108
O 1.616 -0.482 -0.052  0.027
O -3.144 -0.444 -0.181  -0.028

As for the spin multiplicity: 1. The LUMO energy is 0.168 eV.


B:
DFT (wB97M-V/def2-TZVPD) results for an isolated molecule of C4H4N2O2.

Each line ends with the Löwdin charge.
Element x y z (Å)
C -1.501 -0.128 0.546  -0.229
C -1.213 1.387 0.124  -0.004
C 0.389 0.874 -0.057  -0.190
C -0.020 -0.368 0.413  -0.269
H -3.000 -0.993 -0.976  0.234
H -1.963 -0.329 1.671  0.193
H -1.088 2.092 1.044  0.130
H -1.939 1.648 -0.709  0.118
N 1.676 0.946 -0.480  0.154
N 1.105 -1.193 0.478  0.158
O -1.812 -0.979 -0.740  -0.167
O 2.136 -0.430 -0.156  -0.130

As for the spin multiplicity: 1. As for the SMILES: O[C@@H]1Cc2nonc21. The LUMO energy is -0.227 eV.


A wins, 0.1609 hartree ahead of the next structure.


A:
DFT (wB97M-V/def2-TZVPD) results for an isolated molecule of C7H10.

Each line ends with the Löwdin charge.
Element x y z (Å)
C -1.786 0.459 -0.286  -0.065
C -1.126 -0.868 0.046  -0.255
C 0.291 -1.289 -0.257  -0.112
C 1.379 1.255 -0.997  0.001
C 1.304 1.032 0.314  -0.172
C 1.042 -0.342 0.821  -0.178
C -0.143 -1.153 1.130  -0.160
H -2.129 0.472 -1.330  0.078
H -2.664 0.608 0.351  0.073
H -1.110 1.302 -0.153  0.052
H -1.867 -1.673 0.100  0.131
H 0.781 -1.796 -1.072  0.122
H 1.584 2.238 -1.403  0.056
H 1.208 0.448 -1.708  0.064
H 1.579 1.826 1.007  0.098
H 1.863 -0.640 1.513  0.140
H -0.208 -1.880 1.924  0.129

As for the spin multiplicity: 1. As for the SMILES: C=C[C@H]1[C@H]2[C@@H](C)[C@@H]12. The LUMO energy is 1.203 eV.


B:
DFT (wB97M-V/def2-TZVPD) results for an isolated molecule of C7H10.

Each line ends with the Löwdin charge.
Element x y z (Å)
C -1.496 -1.235 -0.332  -0.033
C -0.408 -0.232 -0.072  -0.442
C -0.566 1.282 -0.297  -0.071
C 0.997 1.296 -0.328  -0.158
C 1.556 0.200 0.564  -0.175
C 0.359 -0.380 1.271  -0.093
C 0.977 -0.137 -0.788  -0.117
H -2.309 -1.103 0.393  0.085
H -1.911 -1.153 -1.340  0.078
H -1.099 -2.248 -0.200  0.080
H -1.291 1.792 0.361  0.108
H -0.859 1.517 -1.326  0.111
H 1.714 2.004 -0.743  0.129
H 2.576 0.216 0.943  0.131
H -0.013 0.152 2.155  0.116
H 0.506 -1.442 1.496  0.116
H 1.267 -0.529 -1.756  0.136

As for the spin multiplicity: 1. As for the SMILES: C[C@]12C[C@@H]3[C@H](C1)[C@@H]32. The LUMO energy is 1.085 eV.


C:
DFT (wB97M-V/def2-TZVPD) results for a structure of composition C7H10.

Each line ends with the Löwdin charge.
Element x y z (Å)
C -1.166 0.734 -1.032  -0.178
C -1.286 -0.747 -0.599  -0.109
C 0.300 0.728 -1.381  -0.112
C 1.269 0.625 -0.452  -0.132
C 1.129 0.131 0.938  -0.202
C -0.243 -0.116 1.517  -0.263
C -0.742 -1.174 0.563  -0.160
H -1.790 1.020 -1.889  0.105
H -1.359 1.455 -0.233  0.099
H -1.537 -1.407 -1.426  0.095
H 0.562 0.619 -2.434  0.106
H 2.305 0.685 -0.769  0.097
H 1.869 0.528 1.630  0.096
H 1.472 -1.247 0.811  0.180
H -0.101 -0.504 2.527  0.104
H -0.959 0.714 1.604  0.112
H 0.278 -2.043 0.625  0.163

As for the spin multiplicity: 1. The LUMO energy is 0.924 eV.


D:
DFT (wB97M-V/def2-TZVPD) results for a cluster of 2 separate species, C7H10 in total.

Each line ends with the Löwdin charge.
Element x y z (Å)
C -1.676 -0.495 -0.343  -0.049
C -2.582 1.543 -0.228  0.065
C -0.357 -0.405 -0.139  -0.248
C 0.799 -1.172 -0.774  -0.078
C 1.634 -0.783 0.450  -0.199
C 1.778 0.692 0.484  -0.075
C 0.481 0.090 0.979  -0.157
H -2.066 -1.011 -1.215  0.088
H -2.422 -0.159 0.391  0.033
H -2.213 1.690 -1.263  -0.058
H -1.729 1.922 0.378  -0.059
H 0.558 -2.237 -0.845  0.120
H 1.182 -0.821 -1.738  0.117
H 2.251 -1.461 1.030  0.135
H 1.812 1.262 -0.443  0.113
H 2.405 1.089 1.278  0.110
H 0.144 0.257 1.997  0.142

As for the spin multiplicity: 1. The LUMO energy is 0.195 eV.


B wins, 0.0477 hartree ahead of the next structure.